(1)
{
  "formula": "C5H11N2O",
  "method": "ωB97M-V with the def2-TZVPD basis set",
  "symbols": ["C", "C", "C", "C", "C", "N", "N", "O", "H", "H", "H", "H", "H", "H", "H", "H", "H", "H", "H"],
  "xyz": [[0.453, 1.243, 0.645], [-0.639, 1.311, -0.512], [1.377, 0.070, 0.509], [-1.774, 0.342, -0.242], [-1.302, -0.985, 0.042], [2.491, 0.070, -0.195], [-2.011, -2.039, 0.075], [3.160, -1.098, -0.370], [1.004, 2.202, 0.357], [0.030, 1.150, 1.701], [-1.068, 2.348, -0.708], [-0.064, 1.127, -1.458], [1.044, -0.842, 0.981], [2.989, 0.812, -0.723], [-2.318, 0.749, 0.620], [-2.337, 0.350, -1.170], [-2.933, -2.216, -0.132], [3.279, -1.680, 0.380], [-1.382, -2.914, 0.198]],
  "de_lowest_kj_mol": 564.89,
  "e_tot_ev": -10379.751,
  "homo_lumo_gap_ev": [7.60, 7.60],
  "total_charge": 1
}


(2)
{
  "formula": "C15H19ClIN3OSbSr",
  "method": "ωB97M-V with the def2-TZVPD basis set",
  "symbols": ["Sr", "Cl", "C", "C", "C", "I", "C", "O", "C", "N", "C", "C", "C", "C", "H", "H", "H", "H", "C", "N", "C", "C", "N", "H", "H", "H", "H", "H", "H", "C", "Sb", "C", "C", "H", "H", "H", "H", "H", "H", "H", "H", "H"],
  "xyz": [[0.022, 0.217, 0.301], [-4.914, -2.144, 5.281], [-3.794, -1.223, 4.327], [-3.569, 0.088, 4.624], [-2.666, 0.853, 3.864], [-2.360, 2.851, 4.355], [-1.964, 0.331, 2.793], [-1.120, 1.016, 2.071], [-2.215, -1.058, 2.488], [-1.536, -1.590, 1.422], [-1.730, -2.851, 1.104], [-2.606, -3.695, 1.803], [-3.294, -3.184, 2.866], [-3.119, -1.836, 3.244], [-4.094, 0.540, 5.454], [-1.173, -3.231, 0.254], [-2.728, -4.724, 1.499], [-3.980, -3.805, 3.427], [2.207, -2.597, -4.515], [2.566, -2.643, -3.096], [3.481, -3.693, -2.643], [1.928, -1.907, -2.230], [1.373, -1.232, -1.466], [3.111, -2.460, -5.108], [1.534, -1.764, -4.696], [1.719, -3.527, -4.807], [4.427, -3.596, -3.173], [3.051, -4.675, -2.843], [3.660, -3.588, -1.576], [2.338, 3.451, -2.542], [1.068, 3.252, -0.841], [2.155, 4.486, 0.511], [-0.425, 4.664, -1.397], [2.537, 4.507, -2.718], [1.852, 3.025, -3.418], [3.277, 2.930, -2.365], [2.343, 5.447, 0.035], [3.102, 4.015, 0.767], [1.570, 4.633, 1.417], [0.059, 5.604, -1.656], [-1.105, 4.820, -0.562], [-0.986, 4.296, -2.254]],
  "de_lowest_kj_mol": 1.07,
  "e_tot_ev": -50373.423,
  "homo_lumo_gap_ev": 6.82,
  "total_charge": 1
}